Below is 2 unconnected molecules or ions with the total composition C2H7I2N2O, with properties calculated with wB97M-V/def2-TZVPD.

Geometry (Å):
C -0.808 1.177 -0.161
C -0.069 0.057 0.476
N 1.693 -0.399 -0.653
N -0.677 -1.221 -0.027
O 0.166 -0.195 1.750
I 3.147 0.749 0.147
I 1.237 -0.179 -2.585
H -1.767 1.513 0.412
H -0.235 2.151 0.007
H -1.036 0.770 -1.126
H -1.762 -1.246 0.210
H -0.566 -1.246 -1.020
H -0.320 -2.045 0.404
H 0.996 0.115 2.166

- Spin multiplicity: 1
- Molar mass: 328.899 g mol⁻¹
- Kohn-Sham gap (alpha / beta): 7.516 / 7.518 eV
- Relative energy (zero: lowest compared OMol25 entry of this formula, charge and spin): 3.402 eV
- Total charge: +1
- Strongest force on any atom: 0.080 Eh/bohr